Here is a cluster of 2 separate species, C9H11Cl2OP in total in a non-equilibrium geometry from OMol25. Energies are from wB97M-V/def2-TZVPD.

Positions of all 24 atoms, in Å:
Cl  -2.7890  1.2995  -1.2471
C  -0.3288  -2.0089  1.0303
H  -0.3812  -1.5441  1.9887
C  1.6498  2.7265  0.3119
C  1.2251  2.2715  -0.9277
H  -0.8492  -1.6261  -1.9194
H  0.6125  0.7861  -2.0681
C  0.7118  0.1121  0.0587
H  1.6034  2.3685  2.4775
H  0.4532  -2.7820  1.3350
C  0.8501  0.9799  -1.0142
Cl  -3.0160  0.0764  1.6362
H  0.9158  -1.5314  -2.1658
H  -0.0656  -3.0222  -1.4183
H  0.7278  0.2278  2.2221
P  -2.4764  -0.4274  -0.2814
C  0.8683  0.6896  1.3354
H  2.0442  3.6217  0.5726
H  -1.2392  -2.5164  0.6516
C  1.4325  1.9174  1.4409
O  -3.4308  -1.4370  -0.6561
C  0.1282  -1.1581  -0.1437
H  1.2704  2.8507  -1.7558
C  0.0829  -1.8743  -1.4630

Calculated values
Net charge = 0
DFT total energy = -1686.4955 hartree
Relative energy (zero: lowest compared OMol25 entry of this formula, charge and spin) = 100.5 kJ/mol

Atom charges from the natural (NBO) analysis, given in e for atoms 1 to 5: number 1, Cl, carries -0.307; number 2, C, carries -0.700; number 3, H, carries 0.240; number 4, C, carries -0.147; number 5, C, carries -0.208